(1)
Density functional theory data (ωB97M-V/def2-TZVPD) for C2HIN2OS as an isolated structure in a non-equilibrium geometry.

Each line ends with the natural charge from an NBO analysis.
Positions of all 8 atoms, in Å:
C 0.445 -0.413 0.091  -0.32
C -0.073 0.016 -1.197  0.64
N -2.271 -0.503 2.246  -0.63
N 0.664 0.881 -0.493  -0.66
O -0.740 -0.178 -2.150  -0.52
S -1.309 0.210 1.456  0.87
I 1.968 -1.698 0.637  0.18
H 1.317 1.684 -0.590  0.44

Atomic forces in eV per Å
-1.372 0.066 1.832
0.380 -0.471 0.185
-0.491 -1.142 0.566
0.441 1.824 -0.378
-0.387 0.036 -1.000
1.870 1.093 -1.426
0.171 -0.322 -0.053
-0.612 -1.084 0.273

Summary:
Highest occupied orbital energy in eV: -8.3
Strongest force on any atom in eV/Å: 2.59

(2)
Density functional theory data (ωB97M-V/def2-TZVPD) for a 2-piece molecular cluster, C2HIN2S overall in a non-equilibrium geometry.

Each line ends with the Löwdin spin population.
Positions of all 7 atoms, in Å:
C -1.190 -1.184 0.811  0.01
C 1.911 -1.038 0.168  0.49
N -1.048 -0.757 -0.236  0.01
N 1.949 -2.213 0.208  0.31
S 1.458 -3.656 -0.009  0.75
I 3.107 0.565 -0.008  0.42
H -1.368 -1.416 1.937  0.00

Atomic forces in eV per Å
-0.729 -0.309 3.547
-2.666 1.708 0.291
0.009 -0.003 -0.730
1.784 -0.958 0.077
-0.869 -2.572 -0.169
1.976 1.823 -0.173
0.494 0.309 -2.843

Summary:
Highest occupied orbital energy (alpha / beta) in eV: -6.5 / -8.9
Strongest force on any atom in eV/Å: 3.63
2S+1: 3

(3)
Density functional theory data (ωB97M-V/def2-TZVPD) for a 2-piece molecular cluster, C2HINO2 overall in a non-equilibrium geometry.

Each line ends with the natural charge from an NBO analysis.
Positions of all 7 atoms, in Å:
C -1.586 1.812 -0.052  0.24
C -0.022 -1.261 0.306  0.96
N -0.449 1.680 -0.280  -0.75
O -0.063 -1.861 1.322  -0.59
O -0.601 -0.976 -0.689  -0.63
I 2.470 -0.451 0.116  -0.71
H 0.251 1.056 -0.723  0.47

Atomic forces in eV per Å
0.025 0.489 0.221
-1.613 -1.517 -0.041
0.133 -0.676 -0.837
0.637 0.324 0.496
0.794 0.411 -0.371
0.256 0.201 -0.177
-0.232 0.768 0.707

Summary:
Charge: -1
Highest occupied orbital energy in eV: -4.7
Strongest force on any atom in eV/Å: 2.22

(4)
Density functional theory data (ωB97M-V/def2-TZVPD) for a 2-piece molecular cluster, C2HN2O3 overall in a non-equilibrium geometry.

Each line ends with the natural charge from an NBO analysis.
Positions of all 8 atoms, in Å:
C 1.770 1.334 -0.805  0.39
C -0.323 -0.385 -1.741  0.98
N 2.800 1.564 -1.241  -0.53
N 0.620 0.966 -0.404  -0.45
O -1.006 -1.092 -1.087  -0.65
O -0.081 -0.114 -2.856  -0.61
O 0.584 0.128 0.776  -0.60
H 0.237 -0.674 0.387  0.46

Atomic forces in eV per Å
-0.010 -1.357 0.672
-0.649 0.632 -1.036
2.788 1.241 -1.137
-3.988 -1.264 -0.124
0.037 -0.592 2.166
1.244 1.043 -0.870
0.983 0.855 0.206
-0.406 -0.559 0.123

Summary:
Charge: -1
Highest occupied orbital energy in eV: -4.1
Strongest force on any atom in eV/Å: 4.18

(5)
Density functional theory data (ωB97M-V/def2-TZVPD) for one molecule with the formula C2HN3O2 in a non-equilibrium geometry.

Each line ends with the natural charge from an NBO analysis.
Positions of all 8 atoms, in Å:
O 0.488 1.320 -1.667  -0.53
C 0.063 0.518 -0.804  0.81
N 0.405 -0.852 -0.871  -0.42
C 0.399 -1.515 0.215  0.24
N -0.039 -0.771 1.515  -0.19
N -0.690 0.211 1.470  0.22
O -0.640 0.991 0.208  -0.38
H 0.702 -2.624 0.403  0.25

Atomic forces in eV per Å
-1.428 -2.862 2.495
2.349 3.094 -3.187
-0.284 -1.458 1.184
0.173 1.392 0.828
0.688 -3.652 -0.918
0.031 1.448 0.284
-0.853 -0.280 -0.173
-0.675 2.317 -0.513

Summary:
Highest occupied orbital energy in eV: -10.6
Strongest force on any atom in eV/Å: 5.02
SMILES string: O=c1ncnno1

(6)
Density functional theory data (ωB97M-V/def2-TZVPD) for one molecule with the formula C2HN3O2S in a non-equilibrium geometry.

Each line ends with the natural charge from an NBO analysis.
Positions of all 9 atoms, in Å:
O -1.914 -1.063 -0.004  -0.59
C -0.837 -0.309 -0.002  0.67
N -1.167 1.061 0.004  -0.23
N -0.251 1.883 -0.001  0.25
O 1.057 1.432 -0.003  -0.33
C 1.387 0.080 0.001  0.28
S 2.966 -0.310 -0.001  -0.01
N 0.352 -0.808 0.003  -0.54
H -1.594 -1.965 0.003  0.51

Atomic forces in eV per Å
0.114 0.588 -0.003
0.669 0.123 0.073
-0.015 0.029 -0.058
-0.120 -0.324 0.037
0.165 -0.068 -0.014
0.811 0.153 -0.013
-0.588 0.160 0.009
-1.060 0.121 -0.025
0.025 -0.782 -0.006

Summary:
Highest occupied orbital energy in eV: -9.3
Strongest force on any atom in eV/Å: 1.07
SMILES string: Oc1nnoc(=S)n1

(7)
Density functional theory data (ωB97M-V/def2-TZVPD) for one molecule with the formula C2HN3O3 in a non-equilibrium geometry.

Each line ends with the natural charge from an NBO analysis.
Positions of all 9 atoms, in Å:
O -2.293 0.968 -0.262  -0.26
N -1.752 -0.090 -0.121  0.46
O -2.343 -1.206 0.215  -0.36
C -0.341 -0.144 0.124  0.35
N 0.474 0.990 0.303  -0.45
C 1.643 0.476 0.009  0.39
O 1.736 -0.767 -0.196  -0.25
N 0.407 -1.291 -0.095  -0.08
H 2.468 1.062 0.023  0.20

Atomic forces in eV per Å
0.299 -0.092 -0.889
-2.628 -3.634 4.020
1.770 3.392 -1.888
5.313 -1.263 -1.162
-1.256 -1.835 -1.348
-2.706 2.189 1.596
-1.810 -2.740 0.008
-1.695 2.577 -0.229
2.713 1.407 -0.108

Summary:
Highest occupied orbital energy in eV: -11.6
Strongest force on any atom in eV/Å: 6.02
SMILES string: O=[N+]([O-])c1ncon1

(8)
Density functional theory data (ωB97M-V/def2-TZVPD) for one molecule with the formula C2HN3OS in a non-equilibrium geometry.

Each line ends with the natural charge from an NBO analysis.
Positions of all 8 atoms, in Å:
S -2.500 -0.249 -0.176  0.10
C -0.868 -0.145 0.063  -0.09
C 0.010 0.905 0.160  -0.06
N 1.271 0.859 -0.138  -0.01
O 1.770 -0.403 -0.264  -0.17
N 0.959 -1.494 -0.044  0.17
N -0.268 -1.443 0.154  -0.17
H -0.374 1.970 0.245  0.24

Atomic forces in eV per Å
1.268 1.059 0.211
-3.393 -3.669 -0.041
1.309 4.719 -0.794
-0.888 -0.401 0.906
-0.447 0.493 -0.468
-0.285 -2.051 0.549
2.000 1.328 -0.448
0.435 -1.478 0.085

Summary:
Highest occupied orbital energy in eV: -9.6
Strongest force on any atom in eV/Å: 5.00
SMILES string: S=c1cnonn1

> Look up the strongest force on any atom of the first one.

2.59 eV/Å